# 1
12
Properties=species:S:1:pos:R:3 method="wB97M-V/def2-TZVPD" homo_energy_ev=-9.5 largest_force_ev_per_a=2.61 spin_multiplicity=1 homo_lumo_gap_ev=10.50
C -0.260 -1.697 -0.858
C -0.552 0.305 0.646
C 0.299 -0.705 0.040
C 1.378 -1.286 -0.318
C -0.120 1.704 0.596
C 0.169 2.870 0.490
H -0.656 -1.338 -1.824
H -0.819 -2.565 -0.477
H -1.385 -0.075 -0.030
H -0.836 -0.014 1.652
H 2.472 -1.154 -0.319
H 0.400 3.909 0.387

***

# 2
12
Properties=species:S:1:pos:R:3 method="wB97M-V/def2-TZVPD" homo_energy_ev=-8.4 largest_force_ev_per_a=2.39 spin_multiplicity=1 homo_lumo_gap_ev=9.23
C 1.519 0.193 -0.628
C 0.124 0.332 0.563
C -0.507 0.649 -0.649
C -0.979 0.691 -1.755
C -0.647 -0.681 1.359
C -1.382 -1.406 1.998
H 1.536 -0.620 -1.374
H 1.810 1.113 -1.202
H 2.029 -0.027 0.281
H 0.338 1.180 1.233
H -1.832 0.680 -2.364
H -2.008 -2.103 2.537

***

# 3
12
Properties=species:S:1:pos:R:3 method="wB97M-V/def2-TZVPD" homo_energy_ev=-9.0 largest_force_ev_per_a=5.24 spin_multiplicity=1 homo_lumo_gap_ev=9.78
C 0.329 0.128 0.019
C 0.662 1.423 -0.211
C -1.119 -0.123 0.307
C 1.718 -0.541 0.134
C -1.778 -1.169 -0.134
C 2.896 -0.869 0.026
H 1.806 1.615 -0.248
H -0.070 2.177 -0.027
H -1.660 0.440 1.024
H 3.875 -1.095 0.137
H -2.802 -1.236 -0.044
H -1.361 -1.786 -0.885

***

# 4
12
Properties=species:S:1:pos:R:3 method="wB97M-V/def2-TZVPD" homo_energy_ev="-8.5 / -8.5" largest_force_ev_per_a=0.52 spin_multiplicity=1 homo_lumo_gap_ev="7.48 / 7.48"
C -0.630 -2.364 1.283
C -0.721 -1.204 0.977
C -0.797 0.197 0.546
C -0.388 0.296 -0.895
C 0.697 0.973 -1.354
C 1.547 1.627 -0.398
H -0.545 -3.391 1.565
H -0.137 0.831 1.145
H -1.831 0.553 0.649
H 0.880 0.934 -2.432
H -1.012 -0.261 -1.597
H 2.448 1.978 -0.943